The following is a DFT calculation (ωB97M-V with the def2-TZVPD basis set) of C26H12F5N5O5Sc as an isolated structure.

The spin multiplicity is 1. Its highest occupied orbital energy is -5.67 eV. The total energy is -2908.398266 Eh. The total charge is -1. Its orbital gap is 7.4 eV. The calculation puts the lowest unoccupied orbital energy at 1.71 eV.

Geometry as XYZ:
```
54
C26H12F5N5O5Sc | the OMol25 dataset | ωB97M-V with the def2-TZVPD basis set
Sc 1.173 -0.187 0.867
F 0.916 -4.942 -3.697
F -1.797 -5.062 -3.376
F -1.459 -2.162 0.310
F -2.952 -3.641 -1.348
F 2.426 -3.469 -2.044
O 1.679 -1.113 4.718
O 1.290 -2.064 0.023
O 0.748 -0.785 2.698
O 3.029 -0.230 1.590
O 4.192 -0.741 3.441
N -1.263 2.085 2.195
N -0.578 0.930 0.201
N 1.151 2.011 2.021
N 1.565 0.333 -1.444
N -0.763 0.179 -2.080
C 1.756 -0.888 3.538
C 0.331 -4.271 -2.695
C -1.042 -4.331 -2.539
C -0.841 -2.872 -0.644
C -1.480 1.469 1.091
C 0.604 0.151 -2.360
C 2.851 0.285 -1.827
C -5.040 0.756 -1.037
C 0.065 3.307 3.707
C -1.622 -3.618 -1.506
C -4.100 1.597 1.037
C -2.851 1.293 0.532
C 0.936 -0.088 -3.702
C 0.551 -2.792 -0.766
C 3.153 -0.622 2.845
C 0.025 2.432 2.614
C -3.776 0.471 -1.542
C 1.103 -3.516 -1.831
C 2.255 -0.126 -4.084
C -5.198 1.311 0.234
C 2.436 3.385 3.513
C 1.272 3.783 4.160
C -2.697 0.746 -0.725
C 2.321 2.495 2.467
C 3.248 0.073 -3.127
C -1.236 0.570 -0.945
H -3.630 0.044 -2.525
H 3.579 0.393 -1.030
H 0.127 -0.246 -4.400
H -4.207 2.032 2.022
H 3.201 2.104 1.974
H -5.918 0.542 -1.634
H -6.197 1.518 0.598
H 4.300 0.034 -3.369
H 2.514 -0.321 -5.117
H -0.874 3.584 4.163
H 3.415 3.720 3.826
H 1.309 4.453 5.010
```